(1)
Density functional theory data (the ωB97M-V functional and the def2-TZVPD basis) for a structure of composition C26H36N3O6SbSn.

Last column: Mulliken charge in e.
Geometry (Å):
Sn 1.14 -0.88 -0.13  1.120
O 4.22 -0.69 -3.78  -0.464
C 3.46 -0.78 -2.68  -0.033
O 2.30 -1.07 -2.70  -0.514
C 4.18 -0.36 -1.44  0.126
C 5.52 -0.02 -1.43  -0.517
C 6.10 0.29 -0.20  -0.609
C 5.34 0.23 0.94  -0.767
C 4.00 -0.12 0.84  0.611
N 3.44 -0.39 -0.33  0.858
C 3.12 -0.26 2.07  0.044
O 3.58 0.02 3.16  -0.724
O 1.91 -0.64 1.83  -0.443
H 3.66 -0.95 -4.52  0.384
H 6.08 -0.01 -2.34  0.599
H 7.15 0.56 -0.16  0.445
H 5.74 0.44 1.93  0.615
C 0.95 6.29 0.63  -1.442
C 1.16 4.82 0.42  1.068
C 1.34 4.28 -0.85  -0.828
C 1.54 2.92 -0.98  -0.625
N 1.56 2.08 0.05  0.448
C 1.38 2.59 1.27  -0.430
C 1.18 3.94 1.50  -0.917
H 0.81 6.81 -0.32  0.352
H 1.80 6.74 1.13  0.313
H 0.07 6.48 1.25  0.350
H 1.33 4.91 -1.72  0.358
H 1.67 2.48 -1.96  0.432
H 1.38 1.89 2.09  0.507
H 1.03 4.30 2.51  0.432
O -0.70 -3.93 -0.20  -0.559
C 0.49 -4.11 -0.10  0.149
C 1.17 -5.47 -0.05  -0.505
C 2.60 -5.15 0.36  -0.701
C 2.69 -3.65 0.12  0.111
O 3.74 -3.03 0.09  -0.630
N 1.45 -3.11 -0.05  0.193
H 1.11 -5.89 -1.05  0.259
H 0.62 -6.14 0.62  0.351
H 3.38 -5.68 -0.18  0.348
H 2.77 -5.31 1.42  0.253
C -5.16 -2.31 -0.10  -1.528
C -4.75 -0.91 -0.53  0.265
C -5.21 -0.64 -1.95  -1.500
Sb -2.59 -0.74 -0.42  0.472
C -2.37 -0.64 1.75  0.610
C -3.62 -0.22 2.51  -1.373
C -1.82 -1.94 2.34  -1.019
C -2.36 1.42 -0.70  0.810
C -3.54 2.29 -0.30  -1.333
C -1.94 1.69 -2.14  -1.365
H -6.24 -2.45 -0.20  0.416
H -4.89 -2.53 0.94  0.286
H -4.67 -3.07 -0.72  0.340
H -5.19 -0.17 0.15  0.391
H -4.76 -1.34 -2.65  0.334
H -4.96 0.37 -2.30  0.279
H -6.30 -0.75 -2.04  0.420
H -1.61 0.13 1.88  0.165
H -4.41 -0.97 2.44  0.257
H -4.04 0.72 2.15  0.229
H -3.39 -0.09 3.57  0.439
H -2.52 -2.77 2.20  0.347
H -1.65 -1.82 3.41  0.414
H -0.89 -2.25 1.87  -0.066
H -1.51 1.65 -0.05  -0.133
H -4.45 2.03 -0.84  0.177
H -3.33 3.34 -0.52  0.465
H -3.76 2.22 0.76  0.275
H -2.74 1.44 -2.85  0.345
H -1.06 1.12 -2.43  0.164
H -1.71 2.76 -2.29  0.401

Properties
ΔE to the lowest compared entry with this formula, charge and spin = 0.77 kJ/mol
Gap between HOMO and LUMO = 6.80 eV

(2)
Density functional theory data (the ωB97M-V functional and the def2-TZVPD basis) for an isolated molecule of C26H36N4O2.

Last column: Mulliken charge in e.
Geometry (Å):
C -5.40 -3.89 0.11  -1.580
C -5.17 -2.45 -0.33  -0.257
N -5.97 -1.48 0.41  0.076
C -7.41 -1.73 0.33  -0.766
C -8.05 -1.60 -1.06  -1.091
C -5.59 -0.12 0.09  0.304
C -6.38 0.94 0.87  -0.956
C -5.48 2.17 0.83  -0.837
N -4.13 1.63 0.70  0.220
C -3.11 2.47 0.41  0.104
O -3.29 3.68 0.33  -0.677
C -1.77 1.86 0.21  0.189
C -1.23 0.93 1.10  -0.221
C 0.04 0.43 0.90  -0.684
C 0.80 0.84 -0.20  0.906
O 2.02 0.25 -0.30  -0.344
C 2.93 0.64 -1.32  0.008
C 3.60 1.98 -1.00  -0.738
C 4.46 1.85 0.25  -0.887
N 5.48 0.84 0.05  0.243
C 6.45 0.80 1.13  -0.808
C 7.65 -0.02 0.75  0.381
C 8.20 0.06 -0.53  -0.322
C 9.31 -0.71 -0.83  -0.462
C 9.84 -1.53 0.16  -0.432
C 9.22 -1.54 1.40  -0.180
N 8.15 -0.81 1.69  -0.531
C 4.85 -0.46 -0.14  -0.723
C 4.00 -0.45 -1.41  -1.161
C 0.27 1.77 -1.08  -0.168
C -1.00 2.28 -0.86  -1.152
C -4.15 0.19 0.54  -1.116
H -6.35 -4.28 -0.25  0.316
H -5.39 -3.95 1.20  0.352
H -4.61 -4.52 -0.28  0.462
H -4.12 -2.21 -0.14  0.372
H -5.33 -2.37 -1.42  0.334
H -7.58 -2.74 0.71  0.496
H -7.90 -1.04 1.01  0.411
H -9.12 -1.80 -0.98  0.421
H -7.62 -2.31 -1.76  0.272
H -7.92 -0.60 -1.46  0.271
H -5.67 0.09 -1.00  0.179
H -7.36 1.15 0.44  0.395
H -6.51 0.59 1.89  0.409
H -5.55 2.78 1.73  0.331
H -5.69 2.81 -0.03  0.345
H -1.79 0.63 1.97  0.450
H 0.47 -0.28 1.59  0.438
H 2.40 0.70 -2.28  0.323
H 4.22 2.27 -1.85  0.435
H 2.84 2.75 -0.84  0.481
H 4.96 2.81 0.44  0.457
H 3.82 1.61 1.11  0.332
H 6.03 0.41 2.07  0.249
H 6.79 1.83 1.31  0.422
H 7.74 0.71 -1.26  0.406
H 9.76 -0.67 -1.81  0.398
H 10.70 -2.14 -0.03  0.371
H 9.59 -2.16 2.20  0.397
H 5.64 -1.21 -0.24  0.444
H 4.22 -0.72 0.72  0.279
H 4.63 -0.24 -2.27  0.401
H 3.52 -1.42 -1.54  0.413
H 0.83 2.12 -1.94  0.362
H -1.41 3.02 -1.54  0.428
H -3.39 -0.12 -0.18  0.612
H -3.97 -0.31 1.50  0.196

Properties
SMILES = CCN(CC)[C@H]1CCN(C(=O)c2ccc(OC3CCN(Cc4ccccn4)CC3)cc2)C1
ΔE to the lowest compared entry with this formula, charge and spin = 300.55 kJ/mol
Gap between HOMO and LUMO = 9.23 eV

(3)
Density functional theory data (the ωB97M-V functional and the def2-TZVPD basis) for a structure of composition C26H36N6O7PPt.

Last column: Mulliken charge in e.
Geometry (Å):
Pt -0.47 0.55 0.15  1.893
C 1.91 -0.06 -2.95  -1.133
O 1.67 0.54 -1.66  -0.056
C 2.68 0.77 -0.85  0.601
C 4.00 0.46 -1.18  -0.900
C 5.03 0.84 -0.36  -0.671
C 4.80 1.57 0.84  -1.004
C 3.54 1.88 1.19  -0.588
C 2.41 1.46 0.40  1.290
N 1.15 1.69 0.84  -0.616
N 1.06 2.59 1.77  0.047
C 0.34 2.68 2.83  -0.014
C -0.22 1.44 3.54  0.692
O -0.06 0.36 3.02  -0.462
C -0.89 1.64 4.81  -0.952
C -1.07 2.88 5.30  -0.811
C -0.62 4.08 4.60  0.834
C -0.89 5.33 5.14  -0.868
C -0.46 6.48 4.48  -0.628
C 0.25 6.39 3.29  -0.866
C 0.52 5.15 2.74  -0.511
C 0.08 3.99 3.39  1.067
H 2.59 0.56 -3.53  0.442
H 0.93 -0.08 -3.43  0.265
H 2.30 -1.06 -2.83  0.453
H 4.22 -0.07 -2.10  0.537
H 6.05 0.59 -0.64  0.457
H 5.64 1.88 1.45  0.463
H 3.34 2.42 2.10  0.537
H -1.22 0.75 5.33  0.519
H -1.58 3.02 6.25  0.461
H -1.42 5.41 6.08  0.476
H -0.67 7.45 4.91  0.459
H 0.59 7.29 2.79  0.473
H 1.09 5.07 1.82  0.564
N -1.89 -0.89 -0.21  -0.292
C -1.25 -2.25 -0.27  0.204
C -2.15 -3.36 0.26  -1.234
C -2.45 -3.33 1.78  0.050
C -2.18 -4.70 2.41  -1.493
N -0.75 -4.99 2.48  -0.112
C 0.06 -4.69 3.50  0.825
N 1.35 -4.54 3.28  -0.313
N -0.43 -4.55 4.74  -0.379
C 0.14 -2.25 0.37  0.115
O 0.67 -3.31 0.64  -0.777
O 0.69 -1.09 0.56  -0.957
H -2.63 -0.87 0.49  0.347
H -2.33 -0.69 -1.10  0.470
H -1.09 -2.45 -1.34  0.221
H -1.63 -4.28 0.01  0.619
H -3.07 -3.37 -0.31  0.410
H -3.50 -3.09 1.95  0.541
H -1.86 -2.57 2.30  0.116
H -2.63 -5.47 1.78  0.410
H -2.64 -4.81 3.39  0.393
H -0.28 -5.13 1.60  0.268
H 1.69 -4.39 2.33  0.197
H 2.02 -4.49 4.03  0.223
H -1.33 -4.94 4.97  0.200
H 0.21 -4.44 5.51  0.235
C -3.75 1.60 1.32  -0.537
O -3.30 2.09 0.04  -0.320
P -1.77 2.28 -0.33  0.647
O -1.24 3.57 0.39  -0.139
C -1.84 4.88 0.20  -0.775
O -1.88 2.75 -1.83  -0.355
C -2.49 1.96 -2.87  -0.614
H -4.69 1.07 1.14  0.271
H -3.93 2.44 1.98  0.239
H -3.01 0.94 1.77  0.129
H -2.26 5.20 1.15  0.266
H -2.62 4.85 -0.56  0.417
H -1.05 5.55 -0.11  0.270
H -2.21 2.43 -3.81  0.298
H -3.57 1.96 -2.76  0.289
H -2.10 0.94 -2.86  0.182

Properties
ΔE to the lowest compared entry with this formula, charge and spin = 0.00 kJ/mol
Gap between HOMO and LUMO (spin up / spin down) = 5.86 / 5.86 eV
Charge = +3

(4)
Density functional theory data (the ωB97M-V functional and the def2-TZVPD basis) for a structure of composition C26H37AlN2O4P2 at a distorted geometry.

Last column: Mulliken charge in e.
Geometry (Å):
Al -0.24 -0.09 -1.12  -0.339
P 1.98 -0.54 -1.06  1.278
C 2.00 -1.09 -2.71  -1.384
C 0.80 -1.46 -3.39  0.589
N -0.43 -1.09 -2.87  0.380
C -1.56 -1.34 -3.58  0.795
C -1.54 -2.14 -4.72  -0.852
C -0.31 -2.59 -5.22  -0.561
C 0.85 -2.22 -4.57  -1.090
C -2.88 -0.73 -3.09  -1.051
P -2.61 0.93 -2.46  0.563
H 1.83 -2.51 -4.94  0.480
H -2.49 -2.39 -5.19  0.493
H -0.27 -3.21 -6.11  0.439
H -3.64 -0.66 -3.89  0.577
H -3.31 -1.33 -2.27  0.466
H 1.80 2.38 -6.30  0.315
H 2.95 -1.35 -3.18  0.400
H 1.08 4.26 -0.89  0.320
O 1.63 3.24 -5.95  -0.640
H 2.38 3.39 -5.34  0.325
H -1.48 0.65 -1.60  0.374
O 1.91 4.15 -0.44  -0.592
H 1.79 3.33 0.08  0.278
C -2.05 2.05 -3.71  -1.172
H -2.69 1.91 -4.59  0.420
H -2.18 3.07 -3.34  0.422
H -1.00 1.90 -4.00  0.463
C -3.72 1.69 -1.30  -1.217
H -3.28 2.64 -0.96  0.453
H -4.65 1.90 -1.85  0.495
H -3.92 1.04 -0.44  0.408
C 2.14 -2.00 0.02  -1.218
H 3.19 -2.31 0.00  0.539
H 1.85 -1.77 1.05  0.029
H 1.51 -2.80 -0.37  0.403
C 3.32 0.58 -0.62  -0.873
H 3.44 0.62 0.48  0.136
H 4.22 0.17 -1.09  0.477
H 3.11 1.60 -1.00  0.313
C 3.37 1.06 3.28  -2.006
C 2.64 -0.26 3.33  0.865
C 3.37 -1.44 3.24  -0.644
C 2.75 -2.68 3.27  -0.981
C 1.36 -2.75 3.31  -0.899
C 0.60 -1.56 3.37  0.110
N -0.78 -1.73 3.34  0.167
C -1.81 -0.78 3.27  -0.778
C -2.77 -0.75 4.30  -0.426
C -3.69 0.28 4.36  -0.582
C -3.68 1.30 3.40  -0.992
C -2.80 1.24 2.33  -0.565
C -1.93 0.15 2.21  0.971
C -1.15 -0.01 1.01  1.224
O -0.54 1.02 0.45  -0.467
O -1.12 -1.10 0.29  -0.658
C 1.25 -0.31 3.51  1.725
C 0.51 0.92 3.91  -1.428
H 2.90 1.77 2.59  0.370
H 3.42 1.55 4.27  0.459
H 4.40 0.89 2.95  0.426
H 4.46 -1.36 3.17  0.417
H 3.34 -3.60 3.26  0.387
H 0.84 -3.71 3.31  0.418
H -1.11 -2.68 3.48  0.277
H -2.75 -1.55 5.05  0.487
H -4.43 0.30 5.17  0.447
H -4.39 2.13 3.47  0.439
H -2.78 2.01 1.55  0.670
H 0.13 1.47 3.03  0.059
H -0.33 0.72 4.59  0.313
H 1.20 1.60 4.44  0.551

Properties
ΔE to the lowest compared entry with this formula, charge and spin = 0.00 kJ/mol
Gap between HOMO and LUMO = 5.33 eV
Charge = +2